No. 1
Below is a structure of composition C29H20N8O8RuS, with properties calculated with ωB97M-V/def2-TZVPD.

Last column: Löwdin spin population.
Positions of all 67 atoms, in Å:
Ru (-0.1096, 0.3594, 0.3267)  0.81
O (3.4903, -1.5481, -0.0882)  0.01
C (2.3374, -1.2058, 0.0151)  0.00
N (1.8356, -0.0087, 0.4876)  0.02
C (2.6255, 1.0267, 0.9387)  0.00
O (3.8248, 1.0382, 1.0982)  0.01
C (1.8012, 2.2708, 1.2437)  0.00
C (2.4424, 3.4294, 1.6294)  0.00
C (1.6783, 4.5743, 1.8234)  0.00
C (0.3127, 4.5102, 1.6142)  0.00
C (-0.2663, 3.3079, 1.2336)  0.00
N (0.4684, 2.2099, 1.0703)  0.00
C (1.2022, -2.1333, -0.3789)  0.00
C (1.4666, -3.4327, -0.7521)  0.00
C (0.3937, -4.2604, -1.0576)  0.00
C (-0.8886, -3.7523, -0.9694)  0.00
C (-1.0775, -2.4285, -0.5971)  0.00
N (-0.0436, -1.6367, -0.3189)  0.00
H (3.5146, 3.4007, 1.7580)  0.00
H (2.1479, 5.5009, 2.1262)  0.00
H (-0.3215, 5.3757, 1.7439)  0.00
H (-1.3286, 3.1775, 1.0661)  0.00
H (2.4958, -3.7597, -0.7860)  0.00
H (0.5604, -5.2881, -1.3525)  0.00
H (-1.7556, -4.3596, -1.1871)  0.00
H (-2.0635, -1.9872, -0.5274)  0.00
N (-5.9688, 5.2175, -1.9326)  0.00
C (-5.2883, 3.9971, -2.0015)  0.00
C (-5.1297, 3.2146, -0.8567)  0.00
C (-4.5007, 1.9874, -0.9299)  0.00
C (-4.0269, 1.5303, -2.1556)  0.00
C (-4.1688, 2.3014, -3.2993)  0.00
C (-4.8052, 3.5285, -3.2231)  0.00
S (-3.1540, 0.0081, -2.2074)  0.01
O (-3.1214, -0.4732, -3.5658)  0.01
O (-3.7416, -0.8457, -1.2035)  0.00
N (-1.6803, 0.3731, -1.6583)  0.07
C (-0.7695, 1.0230, -2.3663)  0.00
N (-0.9103, 1.5486, -3.6018)  0.00
C (0.1536, 2.1317, -4.1170)  0.00
C (1.3848, 2.2323, -3.4686)  0.00
C (1.4353, 1.7209, -2.1898)  0.00
N (0.3845, 1.1452, -1.6266)  0.00
H (-5.9779, 5.6363, -1.0161)  0.00
H (-5.7108, 5.8811, -2.6452)  0.00
H (-5.4940, 3.5745, 0.0984)  0.00
H (-4.3538, 1.3892, -0.0416)  0.00
H (-3.7776, 1.9287, -4.2361)  0.00
H (-4.9345, 4.1310, -4.1153)  0.00
H (0.0280, 2.5523, -5.1113)  0.00
H (2.2416, 2.7008, -3.9264)  0.00
H (2.3436, 1.7752, -1.5968)  0.00
O (-2.4277, -1.1419, 6.7618)  0.00
C (-1.4348, -1.6854, 6.2482)  0.00
O (-0.6630, -2.5589, 6.6882)  0.00
C (-1.1164, -1.2212, 4.8128)  0.00
C (0.0012, -1.7128, 4.1393)  0.00
C (0.2859, -1.2773, 2.8653)  0.00
N (-0.4904, -0.3965, 2.2217)  -0.01
C (-1.5821, 0.0722, 2.8492)  0.00
C (-1.9121, -0.3058, 4.1331)  0.00
C (-2.4088, 1.0138, 2.0105)  0.00
O (-3.3333, 1.6501, 2.4865)  0.00
O (-2.0334, 1.0533, 0.7740)  0.05
H (0.6293, -2.4313, 4.6477)  0.00
H (1.1651, -1.6224, 2.3387)  0.00
H (-2.7909, 0.1070, 4.6085)  0.00

Forces on atoms 1 to 6 (eV/Å):
Ru -0.294 -0.142 -0.100
O 0.074 0.019 -0.022
C -0.265 -0.067 0.108
N 0.537 0.127 -0.072
C -0.034 -0.097 0.062
O -0.066 0.030 -0.040

Calculated values
Gap between HOMO and LUMO (alpha / beta) in eV: 6.71 / 6.67
ΔE to the lowest compared entry with this formula, charge and spin in kJ/mol: 0.0
HOMO (alpha / beta) in eV: -5.50 / -5.50
Expectation value of S²: 0.754
Spin multiplicity: 2
Charge: -1

***

No. 2
Below is a structure of composition C32H44KN5O9, with properties calculated with ωB97M-V/def2-TZVPD.

Last column: Löwdin charge in e.
Positions of all 91 atoms, in Å:
K (0.3904, -1.6423, 0.5010)  0.83
C (0.2138, -4.9257, -0.5410)  -0.18
C (0.2294, -4.0574, -1.7877)  -0.16
O (1.1258, -2.9533, -1.6926)  -0.21
C (2.5137, -3.2656, -1.5610)  -0.17
C (3.1131, -2.6254, -0.3292)  -0.19
O (2.6794, -3.3380, 0.8306)  -0.17
C (3.3093, -2.9419, 2.0403)  -0.15
C (2.2908, -2.6150, 3.1705)  -0.14
O (0.9515, -2.4666, 2.7349)  -0.25
C (0.0916, -3.5924, 2.8857)  -0.17
C (0.2480, -4.6666, 1.8230)  -0.18
O (0.0173, -4.0808, 0.5608)  -0.26
H (1.1514, -5.4836, -0.4252)  0.12
H (-0.5995, -5.6557, -0.6361)  0.14
H (-0.7587, -3.6137, -1.9217)  0.12
H (0.4623, -4.6802, -2.6557)  0.13
H (3.0439, -2.8717, -2.4322)  0.13
H (2.6679, -4.3462, -1.5276)  0.13
H (2.8057, -1.5676, -0.2700)  0.08
H (4.2048, -2.6653, -0.4173)  0.14
H (3.9304, -2.0636, 1.8637)  0.10
H (3.9634, -3.7494, 2.3715)  0.12
H (2.5751, -1.6595, 3.6064)  0.13
H (2.3387, -3.3748, 3.9538)  0.12
H (-0.9233, -3.1976, 2.8140)  0.12
H (0.2232, -4.0452, 3.8741)  0.13
H (-0.4947, -5.4480, 2.0344)  0.14
H (1.2456, -5.1221, 1.8496)  0.13
C (0.1612, 4.5229, -2.9018)  -0.07
O (0.0534, 3.1326, -2.6854)  -0.07
C (1.1399, 2.3680, -2.9434)  -0.22
C (2.2966, 2.8406, -3.5500)  -0.01
C (3.3367, 1.9717, -3.8683)  -0.09
C (3.2223, 0.6242, -3.5783)  -0.09
C (2.0864, 0.1653, -2.9236)  -0.01
C (1.0551, 1.0205, -2.5758)  -0.17
N (-0.0716, 0.4982, -1.9093)  0.15
C (-0.7135, 1.0641, -0.8224)  -0.40
N (-0.0404, 1.9837, -0.0936)  0.16
C (1.3422, 1.9289, 0.3164)  -0.22
C (1.9820, 0.7054, 0.5183)  -0.09
C (3.2878, 0.8528, 1.0324)  -0.18
C (3.8883, 2.0699, 1.3238)  -0.12
C (3.2002, 3.2600, 1.0965)  -0.05
C (1.9153, 3.1784, 0.5810)  -0.24
O (1.1272, 4.2782, 0.3366)  -0.11
C (1.6840, 5.5342, 0.6654)  -0.10
N (-1.9304, 0.6727, -0.5718)  0.11
C (-2.5066, 1.1500, 0.6294)  -0.20
C (-2.3512, 0.4762, 1.8352)  -0.02
C (-2.9106, 0.9556, 3.0177)  -0.08
C (-3.6574, 2.1186, 2.9963)  -0.10
C (-3.8426, 2.8080, 1.7990)  -0.03
C (-3.2732, 2.3304, 0.6251)  -0.24
O (-3.3915, 2.9549, -0.5782)  -0.08
C (-3.9520, 4.2571, -0.5769)  -0.08
H (-0.7969, 4.9480, -2.6148)  0.09
H (0.3598, 4.7505, -3.9515)  0.09
H (0.9452, 4.9603, -2.2779)  0.09
H (2.3849, 3.8879, -3.8041)  0.10
H (4.2280, 2.3596, -4.3463)  0.10
H (4.0209, -0.0640, -3.8290)  0.10
H (1.9909, -0.8777, -2.6477)  0.09
H (-0.2943, -0.4632, -2.1036)  0.12
H (-0.6169, 2.6244, 0.4264)  0.14
H (3.8956, -0.0374, 1.2152)  0.05
H (4.8939, 2.1107, 1.7302)  0.09
H (3.6610, 4.2100, 1.3230)  0.09
H (0.9310, 6.2811, 0.4262)  0.09
H (2.5856, 5.7399, 0.0830)  0.09
H (1.9316, 5.6018, 1.7279)  0.09
H (-1.8009, -0.4565, 1.8221)  0.09
H (-2.7692, 0.4100, 3.9431)  0.10
H (-4.0997, 2.5049, 3.9066)  0.10
H (-4.4209, 3.7225, 1.7968)  0.10
H (-3.8612, 4.6294, -1.5932)  0.09
H (-3.4122, 4.9214, 0.1033)  0.10
H (-5.0086, 4.2467, -0.2988)  0.09
C (-5.6627, -2.1713, 1.2726)  -0.06
O (-4.2889, -2.4344, 1.5530)  -0.01
C (-3.3627, -2.3230, 0.5771)  -0.57
O (-2.2003, -2.5291, 0.8368)  0.03
N (-3.8385, -1.9376, -0.6416)  0.02
N (-2.8780, -1.6115, -1.6266)  0.05
H (-6.2081, -2.4255, 2.1741)  0.09
H (-6.0237, -2.7816, 0.4445)  0.10
H (-5.8260, -1.1126, 1.0583)  0.09
H (-4.6800, -1.3883, -0.6417)  0.12
H (-2.5767, -0.6516, -1.4358)  0.02
H (-3.3502, -1.6514, -2.5191)  0.08

Forces on atoms 1 to 6 (eV/Å):
K -0.630 1.048 -0.533
C 0.149 0.045 0.040
C 0.022 0.033 0.148
O 0.077 -0.218 -0.038
C -0.032 -0.021 0.056
C -0.007 -0.010 0.066

Calculated values
Gap between HOMO and LUMO in eV: 6.58
ΔE to the lowest compared entry with this formula, charge and spin in kJ/mol: 105.3
HOMO in eV: -6.31
Spin multiplicity: 1

***

No. 3
Below is the ion C4H7N2O with charge +1, with properties calculated with ωB97M-V/def2-TZVPD.

Last column: natural (NBO) charge in e.
Positions of all 14 atoms, in Å:
C (1.5593, 0.0806, -0.1099)  0.44
C (0.8322, -1.2696, -0.1127)  -0.32
C (0.5965, 1.1839, 0.1138)  -0.07
C (-0.8065, 0.6472, 0.3753)  -0.03
N (-1.6434, 1.1782, -0.6562)  -0.39
N (-0.6254, -0.8555, -0.1086)  -0.49
O (2.7496, 0.2203, -0.2363)  -0.39
H (1.1959, -1.9844, -0.8900)  0.29
H (0.9193, -1.6615, 0.8164)  0.24
H (0.7658, 2.1861, 0.1274)  0.24
H (-1.0593, 0.7237, 1.4906)  0.25
H (-2.3121, 1.8635, -0.2062)  0.36
H (-0.9323, -0.9315, -1.0343)  0.45
H (-1.2394, -1.3810, 0.4307)  0.43

Forces on atoms 1 to 6 (eV/Å):
C -0.082 1.160 -0.461
C -0.431 1.366 -1.408
C -1.182 -3.734 0.126
C 1.286 -0.210 -0.460
N -0.941 0.800 1.484
N 1.991 1.434 0.300

Calculated values
Gap between HOMO and LUMO (alpha / beta) in eV: 8.41 / 8.36
ΔE to the lowest compared entry with this formula, charge and spin in kJ/mol: 472.2
HOMO (alpha / beta) in eV: -14.69 / -14.54
Spin multiplicity: 1
Charge: +1

***

No. 4
Below is an isolated molecule of C22H27FN4O2S, with properties calculated with ωB97M-V/def2-TZVPD.

Last column: natural (NBO) charge in e.
Positions of all 57 atoms, in Å:
C (-7.9261, -5.6416, -3.2139)  -0.60
H (-7.7451, -6.2504, -2.3306)  0.20
H (-7.7965, -6.2672, -4.0942)  0.21
C (-6.9652, -4.4583, -3.2510)  -0.22
C (-5.5107, -4.9221, -3.2966)  -0.40
C (-4.5661, -3.7249, -3.2846)  -0.21
N (-4.7715, -2.9329, -2.0842)  -0.45
C (-6.1293, -2.4158, -2.0549)  -0.22
C (-7.1338, -3.5629, -2.0254)  -0.40
H (-8.1459, -3.1560, -1.9869)  0.21
H (-6.9671, -4.1545, -1.1235)  0.20
H (-6.2497, -1.8065, -1.1579)  0.20
H (-6.3268, -1.7740, -2.9339)  0.16
C (-3.7784, -1.8838, -1.9513)  -0.20
H (-2.8045, -2.3249, -2.1814)  0.19
C (-3.7463, -1.3210, -0.5191)  -0.46
C (-2.4424, -0.6710, -0.2320)  0.41
N (-2.2641, 0.6207, -0.2311)  -0.48
C (-0.9376, 0.8191, 0.0429)  0.11
C (-0.2056, 1.9942, 0.1504)  -0.24
C (1.1444, 1.8896, 0.4426)  0.14
C (1.7562, 0.6422, 0.6248)  -0.25
C (1.0436, -0.5333, 0.5050)  -0.23
C (-0.3064, -0.4347, 0.2140)  0.14
N (-1.2952, -1.3724, 0.0322)  -0.37
C (-1.1035, -2.7923, 0.1153)  -0.41
H (-0.6473, -3.0496, 1.0741)  0.21
H (-0.4426, -3.1337, -0.6859)  0.21
H (-2.0589, -3.3037, 0.0266)  0.22
H (1.5290, -1.4883, 0.6359)  0.21
H (2.8092, 0.6119, 0.8495)  0.22
N (1.9208, 3.0453, 0.5961)  -0.86
S (3.5113, 3.1304, 0.0795)  2.32
O (3.7736, 4.5298, -0.0786)  -0.93
O (3.7647, 2.2463, -1.0181)  -0.92
C (4.4078, 2.5451, 1.5158)  -0.35
C (5.3385, 1.5336, 1.3748)  -0.17
C (6.0431, 1.0948, 2.4830)  -0.28
C (5.7888, 1.6945, 3.7054)  0.41
C (4.8618, 2.7139, 3.8547)  -0.27
C (4.1660, 3.1425, 2.7378)  -0.16
H (3.4397, 3.9362, 2.8009)  0.24
H (4.7008, 3.1532, 4.8262)  0.24
F (6.4663, 1.2722, 4.7877)  -0.32
H (6.7771, 0.3079, 2.4127)  0.24
H (5.4937, 1.1035, 0.3978)  0.25
H (1.4308, 3.9102, 0.4254)  0.42
H (-0.6796, 2.9525, 0.0104)  0.22
H (-4.5197, -0.5661, -0.3876)  0.24
H (-3.9307, -2.1396, 0.1796)  0.22
H (-3.9428, -1.0568, -2.6627)  0.18
H (-3.5306, -4.0769, -3.2918)  0.20
H (-4.7259, -3.1209, -4.1972)  0.16
H (-5.3278, -5.5180, -4.1927)  0.21
H (-5.3047, -5.5426, -2.4227)  0.20
H (-7.1720, -3.8651, -4.1497)  0.19
H (-8.9570, -5.2957, -3.1867)  0.21

Forces on atoms 1 to 6 (eV/Å):
C 0.135 0.273 -0.112
H 0.007 -0.099 0.115
H -0.029 -0.119 -0.078
C -0.005 -0.274 0.283
C -0.040 0.335 -0.258
C 0.071 -0.303 0.021

Calculated values
Gap between HOMO and LUMO in eV: 8.73
HOMO in eV: -8.10
Spin multiplicity: 1
SMILES: CC1CCN(CCc2nc3cc(NS(=O)(=O)c4ccc(F)cc4)ccc3n2C)CC1

***

Taking the records one at a time from the top gives maximum force values of 0.0144, 0.0260, 0.0762, 0.0188 hartree/bohr.
Taking the records one at a time from the top gives total energy values of -72121.5286, -76097.2963, -9277.8956, -46860.9184 eV.